This record from the Open Molecules 2025 dataset describes one molecule with the formula C3H7N3O2. The level of theory is ωB97M-V/def2-TZVPD.

Results
Energy above the lowest of the compared OMol25 structures with the same formula, charge and spin ... 77.0 kcal per mole
HOMO level ... -9.21 eV
Total energy ... -11787.975 eV
Lowest unoccupied orbital energy ... 0.02788 Eh
SMILES string ... C/C(=N\O)C(=O)NN

Structure (XYZ):
```
15
Properties=species:S:1:pos:R:3:mulliken_charge:R:1
C -1.466 -1.484 -0.069 -1.0969
C -0.702 -0.211 0.038 0.7445
N -1.197 0.957 0.123 -0.3677
O -2.585 1.034 0.097 -0.4045
C 0.791 -0.307 0.062 0.3912
O 1.388 -1.363 0.181 -0.6913
N 1.426 0.875 -0.081 0.0190
N 2.817 0.987 0.095 -0.8005
H -0.796 -2.327 0.077 0.3199
H -1.927 -1.550 -1.055 0.2910
H -2.267 -1.496 0.669 0.3361
H -2.778 1.976 0.206 0.3739
H 0.897 1.735 -0.037 0.3444
H 3.127 0.107 0.512 0.3017
H 3.272 1.068 -0.816 0.2392
```